Record 1
C38H34BrClIN2O9P3Ru | ωB97M-V/def2-TZVPD

The HOMO-LUMO gap (spin up / spin down) is 4.12 / 4.55 eV.

The geometry in ORCA input format:
```
! RIJCOSX wB97M-V def2-TZVPD def2/J DEFGRID3
* xyz 1 2
I -2.193 -1.545 0.097
Ru 0.364 -0.120 0.183
Br 1.669 3.978 6.345
Cl 2.413 0.422 1.207
P -2.578 2.095 -0.756
P 1.012 -2.548 0.032
P -0.481 1.269 -2.877
O -0.406 0.998 2.521
O -0.414 1.016 -4.460
O 0.450 2.671 0.609
O 0.116 0.086 -2.189
O -1.990 3.558 -0.458
O -1.620 1.179 -0.003
O -2.322 3.137 -3.113
O -4.012 1.969 -0.491
O 0.404 2.568 -2.696
N 1.868 4.768 -0.164
N 2.290 6.280 1.426
C -1.004 0.190 3.521
C 1.727 4.434 3.538
C 2.189 -2.749 1.404
C 2.362 -2.877 3.800
C 2.849 8.173 -0.102
C 3.551 -2.996 1.282
C 2.829 -1.473 -1.753
C 2.231 5.910 -0.815
C 1.244 -5.190 0.010
C -2.244 -3.734 0.156
C -2.206 1.856 -2.570
C 0.733 2.958 1.883
C -3.524 -4.230 0.240
C 3.444 -1.346 -2.985
C 1.469 4.121 2.199
C 1.300 3.577 4.526
C 2.698 7.548 -2.445
C 0.602 2.401 4.236
C -2.725 -6.470 0.161
C 1.601 -2.672 2.666
C 4.308 -3.187 2.426
C 0.299 2.097 2.924
C 2.359 6.238 -2.152
C -1.399 -6.000 0.078
C 3.720 -3.132 3.679
C 0.949 -6.551 -0.044
C 1.907 -2.502 -1.541
C 1.577 -3.358 -2.589
C 2.200 -3.224 -3.816
C 2.491 6.858 0.224
C -1.114 -4.592 0.089
C -0.357 -6.946 -0.014
C 3.132 -2.218 -4.018
C 1.890 5.042 1.174
C -3.774 -5.604 0.250
C 0.258 -4.222 0.049
C 2.930 8.497 -1.435
C -3.170 0.847 -3.161
H 2.775 7.854 -3.478
H -4.788 -5.959 0.321
H 1.753 -7.267 -0.110
H 2.280 -4.881 0.008
H 1.323 2.388 -2.915
H 3.065 -0.788 -0.945
H -2.417 3.086 -4.074
H 1.534 3.908 -0.571
H -2.886 -7.536 0.160
H -1.607 0.800 4.197
H -0.238 -0.362 4.074
H 1.900 -2.834 4.775
H 4.322 -3.282 4.563
H 0.534 -2.477 2.741
H -3.173 0.886 -4.253
H -0.611 -7.996 -0.045
H -0.505 0.093 -4.696
H 3.172 9.507 -1.729
H 0.323 1.750 5.048
H -4.174 1.049 -2.788
H -0.406 2.157 0.524
H 1.957 -3.911 -4.611
H 2.183 5.510 -2.930
H -1.658 -0.501 2.988
H 3.597 -2.102 -4.986
H 5.367 -3.382 2.339
H 2.264 5.344 3.755
H 4.176 -0.568 -3.146
H -4.350 -3.541 0.301
H 3.026 8.898 0.674
H -2.883 -0.157 -2.844
H -2.604 4.218 -0.780
H 4.019 -3.039 0.309
H 0.840 -4.132 -2.433
*
```


Record 2
C38H34BrClN4O2PRb | ωB97M-V/def2-TZVPD

The HOMO-LUMO gap is 7.77 eV.

The geometry in ORCA input format:
```
! RIJCOSX wB97M-V def2-TZVPD def2/J DEFGRID3
* xyz 0 1
Rb 0.296 -0.794 0.191
Br 2.853 -2.405 1.596
Cl 0.983 -3.270 -1.570
P -0.131 -0.615 -3.140
O -0.767 1.140 1.456
O -2.855 1.850 2.384
N 0.425 0.669 3.434
N -1.806 1.652 -1.851
N -2.427 3.031 -0.255
N 1.222 -0.290 3.033
C -3.549 2.326 -0.609
C 0.065 1.901 -4.445
C 2.939 -3.244 5.728
C 1.183 -3.220 -6.067
C 1.636 -1.179 3.865
C 3.030 -2.221 7.915
C 2.094 0.638 -4.218
C 1.045 -3.193 -3.316
C 1.543 -4.316 -3.964
C -0.180 3.657 4.058
C -2.183 -0.192 -5.089
C 3.044 -3.192 4.264
C 2.756 -3.442 8.512
C 0.789 2.941 -5.012
C -0.056 1.688 2.454
C 2.162 2.840 -5.175
C 0.612 -2.069 -4.003
C 2.687 -4.473 6.343
C -2.286 4.573 4.732
C -2.221 2.720 3.191
C -3.939 -1.856 -3.721
C 2.589 -4.569 7.720
C -0.012 3.109 -0.890
C -2.946 3.659 3.929
C -0.897 4.582 4.801
C -2.675 -1.601 -3.211
C -1.785 -0.772 -3.891
C 0.689 -2.115 -5.399
C 2.815 1.685 -4.771
C -1.398 2.583 -1.009
C -3.457 -0.424 -5.587
C 1.612 -4.324 -5.345
C 0.709 0.730 -4.051
C -4.335 -1.259 -4.908
C 3.123 -2.121 6.536
C 2.502 -2.259 3.471
C -3.155 1.494 -1.609
C -0.824 2.717 3.265
H 0.358 -1.254 -5.964
H 0.269 3.838 -5.325
H 0.905 3.653 4.093
H 3.180 -1.341 8.527
H 2.384 -5.528 8.179
H -4.493 2.469 -0.113
H 0.875 2.176 2.085
H -2.336 3.597 0.571
H -2.860 5.292 5.302
H 1.868 -5.168 -3.383
H -4.026 3.648 3.856
H 3.888 1.595 -4.887
H 0.213 3.370 0.143
H 0.142 0.718 4.406
H 3.366 -1.169 6.080
H -2.380 -2.046 -2.268
H -0.381 5.303 5.422
H 2.684 -3.518 9.589
H -2.080 1.429 1.844
H 0.691 2.347 -1.222
H 1.232 -3.222 -7.148
H -3.753 0.804 -2.176
H -1.003 1.997 -4.300
H -1.509 0.465 -5.629
H 0.135 3.990 -1.517
H -4.619 -2.505 -3.183
H 1.327 -1.166 4.911
H 2.559 -5.355 5.728
H -3.763 0.049 -6.511
H 2.721 3.657 -5.613
H 1.998 -5.196 -5.858
H 2.619 -0.257 -3.911
H -5.328 -1.437 -5.301
H 3.592 -4.003 3.800
*
```


Record 3
C38H34Cl4N6O12 | ωB97M-V/def2-TZVPD

The SMILES is O=[N+]([O-])c1ccccc1.O=[N+]([O-])c1ccccc1.O=[N+]([O-])c1ccccc1.O=[N+]([O-])c1ccccc1.O=[N+]([O-])c1ccccc1.O=[N+]([O-])c1ccccc1.ClCCl.ClCCl. The HOMO-LUMO gap is 9.04 eV.

The geometry in ORCA input format:
```
! RIJCOSX wB97M-V def2-TZVPD def2/J DEFGRID3
* xyz 0 1
Cl 10.283 18.368 18.313
Cl 10.658 14.364 14.226
Cl 9.536 13.999 16.919
Cl 11.544 18.384 15.663
O 12.582 12.667 17.032
O 8.052 21.567 14.838
O 11.898 9.922 12.634
O 8.670 10.950 18.809
O 8.110 21.296 12.655
O 14.012 18.689 17.879
O 4.719 14.680 21.121
O 4.987 16.629 22.041
O 13.904 10.663 13.097
O 14.400 11.468 17.209
O 13.588 16.895 18.999
O 9.063 8.813 18.713
N 13.209 11.615 16.927
N 5.423 15.642 21.511
N 13.986 17.476 17.997
N 12.787 10.766 12.598
N 9.380 9.942 18.931
N 8.139 20.914 13.829
C 11.079 19.295 17.060
C 12.375 10.413 16.632
C 10.858 8.233 16.128
C 7.317 14.261 20.761
C 8.173 19.488 14.023
C 14.387 16.656 16.828
C 9.138 16.294 21.399
C 11.976 14.328 10.497
C 12.840 9.165 17.023
C 15.286 16.490 14.650
C 14.962 14.531 15.969
C 7.933 17.596 15.455
C 6.912 15.515 21.231
C 14.353 15.282 16.967
C 13.192 14.156 11.137
C 11.191 10.617 15.989
C 8.157 16.825 14.325
C 8.240 17.370 13.049
C 13.173 10.654 20.749
C 15.368 15.138 14.789
C 14.791 17.291 15.687
C 10.725 10.184 19.627
C 11.273 11.486 19.534
C 11.330 9.155 20.279
C 13.511 12.993 11.861
C 7.962 18.942 15.281
C 8.673 14.053 20.523
C 12.080 8.038 16.763
C 7.749 16.519 21.617
C 9.609 15.096 20.827
C 8.247 18.741 12.917
C 11.222 12.245 11.380
C 12.479 12.082 11.832
C 12.596 9.362 20.768
C 12.471 11.711 20.186
C 10.398 9.462 15.797
C 10.645 14.943 15.926
C 10.984 13.374 10.628
H 13.956 14.910 11.111
H 10.843 8.187 20.324
H 9.447 9.514 15.305
H 15.179 13.508 16.238
H 9.849 17.050 21.748
H 12.981 12.704 20.142
H 8.287 16.773 12.120
H 10.395 15.985 15.918
H 8.930 13.156 20.043
H 10.641 14.831 20.712
H 10.445 11.574 11.624
H 14.197 10.887 21.049
H 10.881 11.578 15.586
H 13.858 9.248 17.360
H 14.422 12.748 12.421
H 8.419 19.254 11.968
H 6.613 13.584 20.440
H 7.810 17.053 16.367
H 11.903 19.807 17.514
H 11.834 15.108 9.740
H 14.696 18.365 15.638
H 14.114 14.882 17.942
H 7.869 19.619 16.111
H 13.082 8.573 21.263
H 8.150 15.739 14.398
H 10.037 13.531 10.099
H 7.229 17.422 21.959
H 15.624 16.993 13.704
H 12.498 7.034 17.009
H 11.660 14.793 16.226
H 10.400 20.046 16.726
H 10.650 12.182 18.911
H 10.202 7.400 15.896
H 16.041 14.530 14.131
*
```


Record 4
C38H34KN7P | ωB97M-V/def2-TZVPD

The HOMO-LUMO gap is 6.17 eV.

The geometry in ORCA input format:
```
! RIJCOSX wB97M-V def2-TZVPD def2/J DEFGRID3
* xyz -1 1
K 0.048 -0.364 -1.032
P 0.949 -2.273 2.399
N -0.058 1.831 -3.093
N -2.240 -1.836 -1.426
N -2.334 0.717 -2.340
N 1.683 1.130 0.528
N -1.083 1.257 0.766
N -2.365 1.998 -2.536
N 2.752 -1.024 -0.801
C -2.342 3.257 2.278
C -0.896 3.135 2.311
C -5.822 -1.678 -2.051
C 1.152 2.044 1.393
C -5.941 -0.375 -2.592
C 4.877 2.596 -0.898
C 1.168 2.414 -3.118
C -1.137 -3.967 -1.182
C 3.408 0.169 -0.858
C -4.584 -2.170 -1.692
C 4.980 -0.744 -2.497
C -2.730 -3.386 0.457
C -3.414 -1.364 -1.817
C 1.853 2.928 2.251
C 2.572 -1.432 2.729
C 0.353 4.266 -1.830
C 4.319 -1.932 -2.375
C -0.335 2.081 1.518
C 3.180 -2.000 -1.554
C -0.134 -1.316 3.474
C -3.568 -0.029 -2.404
C 1.401 3.638 -2.481
C -2.425 -4.543 1.196
C -1.480 -5.416 0.696
C -1.039 2.488 -2.439
C -0.903 3.689 -1.831
C 1.175 -3.784 3.440
C -4.856 0.443 -2.789
C -0.173 4.006 3.084
C -3.065 2.506 1.336
C 3.672 2.504 -0.136
C -2.121 -3.041 -0.699
C 2.877 1.340 -0.081
C 5.273 1.590 -1.721
C 1.209 3.915 3.038
C 4.545 0.382 -1.712
C -0.755 -5.114 -0.483
C -2.381 1.504 0.608
H -0.681 4.724 3.717
H -6.919 0.088 -2.722
H 1.352 -3.601 4.462
H 2.506 -0.485 2.266
H -1.294 -6.384 1.248
H -2.856 3.964 2.899
H 0.223 -1.264 4.483
H -2.929 0.827 -0.051
H 5.461 3.506 -0.816
H 2.675 -2.942 -1.472
H 2.897 2.822 2.374
H -5.036 1.431 -3.167
H 1.998 -4.311 2.972
H -6.677 -2.322 -1.975
H -1.121 -1.727 3.479
H -4.154 2.592 1.322
H -1.718 4.097 -1.246
H 3.340 -1.987 2.170
H 0.560 5.245 -1.400
H 5.851 -0.787 -3.165
H 4.572 -2.853 -2.840
H 2.792 -1.391 3.793
H 3.344 3.429 0.435
H -0.265 -0.284 3.119
H -4.473 -3.148 -1.261
H -3.517 -2.759 0.904
H -0.065 -5.836 -0.871
H 0.281 -4.446 3.306
H -3.016 -4.659 2.068
H -0.649 -3.737 -2.191
H 1.970 1.885 -3.582
H 6.154 1.602 -2.361
H 2.382 4.037 -2.592
H 1.747 4.633 3.658
*
```


Record 5
C38H34N2O2P2RbSi | ωB97M-V/def2-TZVPD

The HOMO-LUMO gap is 5.38 eV.

The geometry in ORCA input format:
```
! RIJCOSX wB97M-V def2-TZVPD def2/J DEFGRID3
* xyz -1 1
Rb -1.968 -0.570 0.043
P 0.294 -0.766 2.824
P 0.090 -0.419 -2.816
Si 1.658 -0.704 -0.035
O -4.113 -2.005 0.889
O -4.600 -0.469 -0.689
N -5.526 -2.530 -0.820
N -5.959 -3.673 -0.099
C -0.248 -0.529 -4.634
C 0.135 -1.933 7.313
C 4.043 -0.310 -1.761
C 2.085 -2.578 0.155
C -0.381 -2.019 -6.542
C -0.304 -0.669 6.947
C -0.498 3.514 -1.717
C -2.406 2.963 2.273
C 3.954 0.274 -4.082
C -0.270 -0.269 5.617
C 1.983 -0.027 2.722
C 0.617 -2.411 5.010
C 2.571 0.188 -4.031
C -4.693 -1.598 -0.150
C 0.601 -2.806 6.338
C -2.131 0.667 2.949
C 2.611 0.062 1.459
C -1.045 3.049 2.029
C 4.698 0.002 -2.944
C 3.793 0.817 1.400
C -1.877 3.639 -1.776
C 4.365 1.397 2.524
C -2.650 2.555 -2.175
C 2.647 -0.335 -1.656
C -0.654 1.222 -2.473
C 0.109 2.311 -2.059
C -0.169 -1.808 -5.187
C -0.797 0.328 -6.825
C -0.752 0.746 2.720
C -2.046 1.356 -2.523
C -0.569 0.537 -5.472
C -2.947 1.767 2.731
C 2.579 0.526 3.856
C -0.699 -0.947 -7.365
C 0.192 -1.136 4.631
C 1.910 -0.118 -2.838
C -0.225 1.949 2.251
C 3.771 1.228 3.765
H 1.644 -2.940 1.089
H -0.310 -3.018 -6.955
H -4.015 1.680 2.886
H -0.669 0.013 7.706
H -1.049 1.164 -7.467
H -0.603 0.725 5.346
H 4.214 1.660 4.655
H -3.730 2.629 -2.194
H 0.833 2.018 2.036
H 0.109 -2.239 8.352
H -2.592 -0.274 3.236
H -2.681 0.515 -2.786
H -6.286 -2.083 -1.307
H 0.961 -3.097 4.243
H 3.155 -2.810 0.173
H 2.108 0.435 4.826
H 0.939 -3.797 6.615
H 1.635 -3.143 -0.667
H 0.111 4.349 -1.391
H 4.273 0.972 0.444
H 4.637 -0.571 -0.893
H -5.312 -4.421 -0.322
H -3.052 3.812 2.087
H 2.017 0.354 -4.946
H 5.278 1.975 2.433
H -2.354 4.570 -1.494
H -0.618 3.968 1.647
H -0.876 -1.103 -8.422
H 1.186 2.210 -1.993
H 0.063 -2.643 -4.536
H 4.442 0.525 -5.016
H -5.783 -3.467 0.882
H -0.636 1.538 -5.062
H 5.782 0.023 -2.978
*
```


The following strongest force on any atom values (in Eh/bohr) correspond, in order, to the records above: 0.0371, 0.0214, 0.0757, 0.0641, 0.0097.